Computed, not measured: a cluster of 9 separate species, C33H66O15 in total, with ωB97M-V/def2-TZVPD.

Bonds (Å) are listed after each position.
Element x y z (Å)
1 C 3.679 2.921 2.849  C2 1.607, H7 1.164, H8 1.324, H9 1.076
2 C 2.477 1.961 2.384  C1 1.607, O3 1.421, H10 1.101, H11 1.029
3 O 2.039 1.219 3.514  C2 1.421, C4 1.277
4 C 0.979 0.517 3.392  O3 1.277, C5 1.469, O6 1.216
5 C 0.681 -0.233 4.620  C4 1.469, H12 1.163, H13 1.157, H14 0.955
6 O 0.232 0.474 2.434  C4 1.216
7 H 3.590 3.833 3.567  C1 1.164
8 H 4.428 3.205 1.795  C1 1.324
9 H 4.380 2.495 3.546  C1 1.076
10 H 1.599 2.486 1.978  C2 1.101
11 H 2.912 1.319 1.708  C2 1.029
12 H 0.153 -1.247 4.409  C5 1.163
13 H 0.134 0.492 5.337  C5 1.157
14 H 1.483 -0.610 4.977  C5 0.955
15 C 5.751 5.301 -2.336  C16 1.597, H21 1.072, H22 0.911, H23 1.232
16 C 4.301 5.318 -1.666  C15 1.597, O17 1.503, H24 0.974, H25 1.032
17 O 3.558 4.042 -1.949  C16 1.503, C18 1.319
18 C 2.627 3.696 -1.081  O17 1.319, C19 1.500, O20 1.231
19 C 2.109 2.373 -1.563  C18 1.500, H26 1.168, H27 1.207, H28 1.095
20 O 2.149 4.452 -0.235  C18 1.231
21 H 6.326 6.035 -1.808  C15 1.072
22 H 5.914 5.304 -3.232  C15 0.911
23 H 6.383 4.327 -1.925  C15 1.232
24 H 4.459 5.391 -0.708  C16 0.974
25 H 3.827 6.190 -1.947  C16 1.032
26 H 1.804 1.725 -0.640  C19 1.168
27 H 2.909 1.724 -2.192  C19 1.207
28 H 1.211 2.385 -2.190  C19 1.095
29 C -2.733 6.857 2.158  C30 1.486, H35 1.165, H36 1.193, H37 1.208
30 C -3.400 5.543 1.970  C29 1.486, O31 1.423, H38 0.913, H39 1.040
31 O -2.410 4.807 1.261  C30 1.423, C32 1.323
32 C -2.547 3.494 1.178  O31 1.323, C33 1.498, O34 1.196
33 C -1.444 2.916 0.346  C32 1.498, H40 0.980, H41 1.208, H42 1.242
34 O -3.291 2.816 1.823  C32 1.196
35 H -3.206 7.680 2.833  C29 1.165
36 H -2.205 7.366 1.217  C29 1.193
37 H -1.847 6.589 2.934  C29 1.208
38 H -3.732 5.219 2.756  C30 0.913
39 H -4.191 5.689 1.310  C30 1.040
40 H -0.610 3.280 0.709  C33 0.980
41 H -1.734 3.072 -0.816  C33 1.208
42 H -1.369 1.732 0.713  C33 1.242
43 C -0.448 0.787 -4.942  C44 1.446, H49 1.148, H50 1.077, H51 1.239
44 C -1.679 0.050 -5.119  C43 1.446, O45 1.477, H52 1.165, H53 1.223
45 O -2.682 0.477 -4.122  C44 1.477, C46 1.288
46 C -3.789 -0.145 -3.909  O45 1.288, C47 1.442, O48 1.276
47 C -4.814 0.649 -3.278  C46 1.442, H54 1.147, H55 1.057, H56 1.167
48 O -4.015 -1.293 -4.418  C46 1.276
49 H 0.479 0.813 -5.618  C43 1.148
50 H 0.085 0.873 -4.010  C43 1.077
51 H -0.670 1.992 -5.129  C43 1.239
52 H -2.227 0.157 -6.141  C44 1.165
53 H -1.370 -1.105 -4.862  C44 1.223
54 H -4.384 1.470 -2.602  C47 1.147
55 H -5.552 0.199 -2.669  C47 1.057
56 H -5.409 1.151 -4.147  C47 1.167
57 C 5.389 -1.484 -4.294  C58 1.520, H63 1.091, H64 0.999, H65 1.148
58 C 5.047 -1.317 -2.822  C57 1.520, O59 1.430, H66 1.217, H67 1.009
59 O 5.426 -0.059 -2.257  C58 1.430, C60 1.331
60 C 5.384 0.206 -0.953  O59 1.331, C61 1.362, O62 1.246
61 C 5.939 1.413 -0.654  C60 1.362, H68 1.239, H69 1.107, H70 1.067
62 O 4.829 -0.622 -0.206  C60 1.246
63 H 5.164 -2.438 -4.772  C57 1.091
64 H 6.354 -1.288 -4.461  C57 0.999
65 H 4.788 -0.731 -4.919  C57 1.148
66 H 3.855 -1.453 -3.025  C58 1.217
67 H 5.590 -2.051 -2.392  C58 1.009
68 H 5.714 1.538 0.558  C61 1.239
69 H 5.678 2.401 -1.080  C61 1.107
70 H 6.974 1.519 -0.891  C61 1.067
71 C -1.068 -4.825 2.749  C72 1.497, H77 1.167, H78 1.241, H79 1.185
72 C -2.151 -5.629 3.399  C71 1.497, O73 1.422, H80 1.023, H81 1.093
73 O -1.986 -5.527 4.808  C72 1.422, C74 1.387
74 C -2.583 -6.406 5.700  O73 1.387, C75 1.524, O76 1.169
75 C -2.371 -5.917 7.128  C74 1.524, H82 1.118, H83 1.093, H84 1.093
76 O -3.167 -7.385 5.442  C74 1.169
77 H -1.158 -3.714 3.095  C71 1.167
78 H -1.057 -4.690 1.515  C71 1.241
79 H 0.050 -5.197 2.872  C71 1.185
80 H -3.030 -5.199 3.101  C72 1.023
81 H -2.071 -6.686 3.132  C72 1.093
82 H -3.410 -5.749 7.506  C75 1.118
83 H -1.877 -4.971 7.364  C75 1.093
84 H -1.875 -6.715 7.686  C75 1.093
85 C -4.220 -4.916 -1.441  C86 1.548, H89 1.249, H90 1.014, H91 1.049
86 C -2.786 -4.519 -1.868  C85 1.548, C87 1.498, O88 1.296
87 C -2.553 -4.302 -3.332  C86 1.498, H92 1.098, H93 1.252, H94 1.139
88 O -1.920 -4.256 -0.940  C86 1.296
89 H -4.465 -5.628 -2.437  C85 1.249
90 H -4.858 -4.128 -1.464  C85 1.014
91 H -4.303 -5.666 -0.713  C85 1.049
92 H -3.298 -3.571 -3.672  C87 1.098
93 H -2.899 -5.196 -4.137  C87 1.252
94 H -1.600 -3.797 -3.698  C87 1.139
95 C -1.621 -1.592 1.927  C96 1.527, H99 1.097, H100 1.172, H101 1.033
96 C -2.883 -1.049 1.261  C95 1.527, C97 1.633, O98 1.422
97 C -3.831 0.107 1.917  C96 1.633, H102 1.121, H103 1.243, H104 0.967
98 O -2.964 -1.568 -0.060  C96 1.422
99 H -1.278 -2.462 1.353  C95 1.097
100 H -2.065 -1.861 2.978  C95 1.172
101 H -0.998 -0.769 1.971  C95 1.033
102 H -4.075 -0.340 2.916  C97 1.121
103 H -4.839 0.001 1.197  C97 1.243
104 H -3.286 0.818 2.280  C97 0.967
105 C -0.848 -0.626 -1.547  C106 1.499, H109 1.230, H110 1.027, H111 1.129
106 C 0.585 -1.047 -1.419  C105 1.499, C107 1.495, O108 1.373
107 C 0.905 -2.053 -0.360  C106 1.495, H112 1.072, H113 1.133, H114 1.120
108 O 1.530 -0.522 -2.265  C106 1.373
109 H -1.397 -0.255 -0.511  C105 1.230
110 H -1.401 -1.444 -1.828  C105 1.027
111 H -1.030 0.338 -2.105  C105 1.129
112 H 0.843 -1.602 0.611  C107 1.072
113 H 1.980 -2.374 -0.201  C107 1.133
114 H 0.293 -2.971 -0.166  C107 1.120

Values from the calculation:
gap between HOMO and LUMO	9.513	eV
SMILES	CCOC(C)=O.CCOC(C)=O.CCOC(C)=O.CCOC(C)=O.CCOC(C)=O.CCOC(C)=O.CC(C)=O.CC(C)=O.CC(C)=O
M	702.88	g mol⁻¹
relative energy (zero: lowest compared OMol25 entry of this formula, charge and spin)	1309.31	kJ/mol
electronic energy	-2424.9947	Eh
multiplicity	1

---

Computed, not measured: a cluster of 9 separate species, C33H66O15 in total, with ωB97M-V/def2-TZVPD.

Bonds (Å) are listed after each position.
Element x y z (Å)
1 C -2.364 -5.717 -4.751  O2 1.434, H7 1.090, H8 1.090, H9 1.090
2 O -1.399 -4.671 -4.574  C1 1.434, C3 1.396
3 C -1.409 -3.716 -3.555  O2 1.396, O4 1.234, O5 1.329
4 O -0.532 -2.874 -3.341  C3 1.234
5 O -2.456 -3.891 -2.756  C3 1.329, C6 1.415
6 C -2.857 -2.950 -1.779  O5 1.415, H10 1.090, H11 1.090, H12 1.090
7 H -2.132 -6.330 -5.622  C1 1.090
8 H -3.346 -5.270 -4.901  C1 1.090
9 H -2.479 -6.476 -3.977  C1 1.090
10 H -3.412 -3.456 -0.990  C6 1.090
11 H -3.466 -2.110 -2.113  C6 1.090
12 H -2.016 -2.449 -1.299  C6 1.090
13 C -0.488 -3.745 0.947  O14 1.400, H19 1.090, H20 1.090, H21 1.090
14 O -0.699 -4.849 0.114  C13 1.400, C15 1.363
15 C -1.626 -5.816 0.368  O14 1.363, O16 1.238, O17 1.406
16 O -2.185 -6.029 1.451  C15 1.238
17 O -1.790 -6.557 -0.817  C15 1.406, C18 1.427
18 C -2.826 -7.537 -0.764  O17 1.427, H22 1.090, H23 1.090, H24 1.090
19 H -1.426 -3.228 1.149  C13 1.090
20 H 0.217 -3.008 0.561  C13 1.090
21 H -0.159 -4.106 1.922  C13 1.090
22 H -3.031 -7.936 -1.758  C18 1.090
23 H -3.746 -7.172 -0.307  C18 1.090
24 H -2.530 -8.467 -0.278  C18 1.090
25 C 5.019 1.598 5.090  O26 1.420, H31 1.090, H32 1.090, H33 1.090
26 O 4.666 2.292 3.902  C25 1.420, C27 1.335
27 C 3.375 2.412 3.584  O26 1.335, O28 1.223, O29 1.363
28 O 2.416 2.354 4.342  C27 1.223
29 O 3.216 2.690 2.259  C27 1.363, C30 1.399
30 C 1.921 2.693 1.731  O29 1.399, H34 1.090, H35 1.090, H36 1.090
31 H 6.024 1.178 5.136  C25 1.090
32 H 4.328 0.790 5.330  C25 1.090
33 H 5.083 2.311 5.912  C25 1.090
34 H 1.351 1.833 2.081  C30 1.090
35 H 1.930 2.774 0.644  C30 1.090
36 H 1.310 3.484 2.165  C30 1.090
37 C 2.870 -1.336 -2.958  C38 1.574, C41 1.552, H42 1.090, H43 1.090
38 C 3.715 -0.766 -1.758  C37 1.574, C39 1.515, H44 1.090, H45 1.090
39 C 5.136 -1.174 -2.088  C38 1.515, O40 1.425, H46 1.090, H47 1.090
40 O 5.109 -1.704 -3.410  C39 1.425, C41 1.443
41 C 3.829 -2.308 -3.694  C37 1.552, O40 1.443, H48 1.090, H49 1.090
42 H 2.555 -0.557 -3.653  C37 1.090
43 H 2.038 -1.910 -2.549  C37 1.090
44 H 3.354 -1.235 -0.843  C38 1.090
45 H 3.581 0.307 -1.624  C38 1.090
46 H 5.575 -1.883 -1.386  C39 1.090
47 H 5.787 -0.301 -2.109  C39 1.090
48 H 3.902 -3.333 -3.329  C41 1.090
49 H 3.729 -2.198 -4.774  C41 1.090
50 C 2.436 -2.459 3.469  C51 1.531, C54 1.515, H55 1.090, H56 1.090
51 C 1.602 -1.323 2.872  C50 1.531, C52 1.497, H57 1.090, H58 1.090
52 C 2.166 -1.128 1.499  C51 1.497, O53 1.483, H59 1.090, H60 1.090
53 O 2.644 -2.482 1.128  C52 1.483, C54 1.421
54 C 3.210 -3.043 2.305  C50 1.515, O53 1.421, H61 1.090, H62 1.090
55 H 1.868 -3.154 4.087  C50 1.090
56 H 3.153 -1.952 4.115  C50 1.090
57 H 1.644 -0.395 3.442  C51 1.090
58 H 0.580 -1.701 2.879  C51 1.090
59 H 3.009 -0.440 1.444  C52 1.090
60 H 1.488 -0.591 0.835  C52 1.090
61 H 4.260 -2.769 2.412  C54 1.090
62 H 3.255 -4.127 2.203  C54 1.090
63 C -4.967 1.394 2.057  C64 1.532, C67 1.474, H68 1.090, H69 1.090
64 C -4.541 0.519 3.240  C63 1.532, C65 1.510, H70 1.090, H71 1.090
65 C -5.787 -0.314 3.431  C64 1.510, O66 1.387, H72 1.090, H73 1.090
66 O -6.274 -0.594 2.163  C65 1.387, C67 1.495
67 C -5.695 0.417 1.227  C63 1.474, O66 1.495, H74 1.090, H75 1.090
68 H -4.174 1.982 1.595  C63 1.090
69 H -5.660 2.200 2.295  C63 1.090
70 H -4.376 1.172 4.097  C64 1.090
71 H -3.662 -0.072 2.982  C64 1.090
72 H -6.568 0.277 3.909  C65 1.090
73 H -5.633 -1.178 4.078  C65 1.090
74 H -6.486 0.851 0.616  C67 1.090
75 H -5.028 -0.181 0.605  C67 1.090
76 C 2.710 3.988 -2.136  C77 1.444, C80 1.521, H81 1.090, H82 1.090
77 C 2.677 5.313 -1.563  C76 1.444, C78 1.548, H83 1.090, H84 1.090
78 C 3.772 5.345 -0.470  C77 1.548, O79 1.430, H85 1.090, H86 1.090
79 O 4.489 4.121 -0.658  C78 1.430, C80 1.452
80 C 4.171 3.595 -1.973  C76 1.521, O79 1.452, H87 1.090, H88 1.090
81 H 2.378 4.106 -3.167  C76 1.090
82 H 2.032 3.240 -1.725  C76 1.090
83 H 1.680 5.502 -1.164  C77 1.090
84 H 2.920 6.109 -2.267  C77 1.090
85 H 3.324 5.418 0.521  C78 1.090
86 H 4.420 6.219 -0.542  C78 1.090
87 H 4.100 2.511 -2.061  C80 1.090
88 H 4.876 3.931 -2.733  C80 1.090
89 C -2.076 5.198 -0.095  C90 1.486, C93 1.521, H94 1.090, H95 1.090
90 C -2.210 4.593 -1.446  C89 1.486, C91 1.564, H96 1.090, H97 1.090
91 C -3.735 4.250 -1.442  C90 1.564, O92 1.378, H98 1.090, H99 1.090
92 O -3.957 3.916 -0.124  C91 1.378, C93 1.444
93 C -3.312 4.882 0.733  C89 1.521, O92 1.444, H100 1.090, H101 1.090
94 H -2.025 6.266 -0.303  C89 1.090
95 H -1.162 4.876 0.404  C89 1.090
96 H -1.581 3.702 -1.452  C90 1.090
97 H -1.981 5.273 -2.267  C90 1.090
98 H -4.062 3.507 -2.170  C91 1.090
99 H -4.396 5.078 -1.701  C91 1.090
100 H -3.025 4.383 1.658  C93 1.090
101 H -3.918 5.763 0.946  C93 1.090
102 C -1.080 0.365 -1.648  C103 1.515, C106 1.468, H107 1.090, H108 1.090
103 C -1.510 -0.157 -0.292  C102 1.515, C104 1.506, H109 1.090, H110 1.090
104 C -1.377 1.052 0.596  C103 1.506, O105 1.453, H111 1.090, H112 1.090
105 O -0.093 1.527 0.107  C104 1.453, C106 1.489
106 C 0.114 1.153 -1.320  C102 1.468, O105 1.489, H113 1.090, H114 1.090
107 H -1.824 1.009 -2.117  C102 1.090
108 H -0.763 -0.389 -2.369  C102 1.090
109 H -0.874 -1.006 -0.042  C103 1.090
110 H -2.544 -0.501 -0.328  C103 1.090
111 H -1.433 0.833 1.663  C104 1.090
112 H -2.078 1.864 0.407  C104 1.090
113 H 1.017 0.555 -1.437  C106 1.090
114 H 0.217 2.044 -1.939  C106 1.090

Values from the calculation:
gap between HOMO and LUMO	9.715	eV
SMILES	COC(=O)OC.COC(=O)OC.COC(=O)OC.C1CCOC1.C1CCOC1.C1CCOC1.C1CCOC1.C1CCOC1.C1CCOC1
M	702.88	g mol⁻¹
relative energy (zero: lowest compared OMol25 entry of this formula, charge and spin)	319.48	kJ/mol
electronic energy	-2425.3717	Eh
multiplicity	1